No. 1
Entry from the Open Molecules 2025 dataset: an isolated ion of composition C6H5ClNO2 and charge +1 (ωB97M-V/def2-TZVPD).

```
15
Properties=species:S:1:pos:R:3:forces:R:3:nbo_charge:R:1
O -0.6220 0.1864 2.9729 -0.033 -0.649 0.821 -0.47
C -0.5530 0.8250 1.9868 -0.283 0.493 -0.577 0.75
O -0.8344 2.1312 1.9315 0.259 0.095 -0.078 -0.63
C -0.2035 0.1906 0.6632 0.095 0.198 0.310 -0.01
C -1.1909 -0.4542 -0.0736 0.305 -0.174 -0.388 -0.22
C -0.8289 -1.0539 -1.2545 -0.345 0.139 0.466 0.10
N 0.4502 -0.9993 -1.6710 0.038 -0.014 -0.045 -0.44
C 1.4124 -0.3828 -0.9673 0.304 0.247 0.347 0.22
Cl 2.9801 -0.3844 -1.5939 0.054 -0.089 -0.161 0.17
C 1.1100 0.2326 0.2351 -0.257 -0.305 -0.425 -0.24
H -0.5541 2.5029 1.0842 -0.197 0.198 0.012 0.49
H -2.2083 -0.4952 0.2695 -0.208 -0.038 0.039 0.28
H -1.5483 -1.5810 -1.8561 0.090 -0.113 -0.304 0.26
H 0.7196 -1.4343 -2.5482 -0.065 -0.034 0.007 0.46
H 1.8711 0.7164 0.8213 0.242 0.047 -0.024 0.28
```
Positions in Å, forces in eV/Å.

Results
- Total charge: +1
- LUMO energy: -5.3073 eV
- HOMO: -14.81 eV
- HOMO-LUMO gap: 0.349 hartree
- SMILES string: O=C(O)c1cc[nH+]c(Cl)c1
- ΔE to the lowest compared entry with this formula, charge and spin: 0.0 kJ/mol

***

No. 2
Entry from the Open Molecules 2025 dataset: C21H28N4O3 as an isolated structure (ωB97M-V/def2-TZVPD).

```
56
Properties=species:S:1:pos:R:3:forces:R:3:nbo_charge:R:1
C -4.9049 -2.7275 -0.7869 6.171 -0.270 -4.530 -0.24
H -5.6263 -2.5283 -0.1848 -4.911 2.041 3.491 0.17
O -4.2714 -1.4545 -1.4498 -4.599 -7.812 -3.222 -0.47
C -3.7885 -0.6797 -0.6143 1.495 3.687 -1.010 0.40
C -3.7651 -0.9461 0.6380 0.815 1.423 10.558 -0.47
C -3.2346 0.1390 1.6057 -0.204 -0.217 -9.414 0.42
C -2.6953 1.1988 1.1025 3.297 5.938 -8.407 -0.44
C -2.6552 1.4568 -0.5754 -1.429 -0.601 4.856 0.12
C -3.3208 0.4912 -1.2992 2.158 2.439 5.772 -0.37
H -3.2870 0.4959 -2.2874 -0.360 -0.093 -4.392 0.21
C -1.9925 2.7926 -1.1118 0.570 -13.534 -5.032 -0.27
N -0.6450 2.4982 -1.5940 4.685 -0.822 2.067 -0.46
C -0.2299 1.3100 -2.6912 -6.587 8.943 1.161 -0.25
C -0.0796 0.1108 -2.1249 -2.318 -12.165 0.418 -0.41
H 0.1783 -0.5925 -3.1530 -0.618 1.150 2.752 0.22
H -1.1125 -0.3991 -1.6525 2.758 1.541 -1.628 0.27
C 0.9985 -0.2510 -1.0237 -2.869 7.306 -3.126 -0.10
N 1.0341 -1.5141 -0.5420 0.952 2.964 -0.774 -0.14
C 2.1064 -1.8966 0.1310 -5.804 -8.600 0.462 0.32
C 1.5954 -3.2671 0.5468 0.209 1.460 -3.640 -0.35
C 0.4005 -3.4723 -0.3957 6.228 6.715 4.768 -0.02
N 0.0111 -2.2537 -0.7695 -0.258 -3.401 -1.428 -0.24
H -0.1755 -4.2237 -0.3513 -4.332 -5.438 -0.046 0.18
H 2.0700 -3.9890 1.2056 0.075 0.140 -0.379 0.22
N 3.0903 -1.1569 0.5103 0.767 -2.587 14.223 -0.54
C 4.0837 -0.5191 0.0865 1.106 2.390 -1.797 0.68
O 3.9280 -0.4520 -1.0845 2.882 2.332 -6.338 -0.63
C 5.1222 0.1359 0.9453 -9.110 -10.625 6.307 -0.30
C 6.3606 0.1472 0.4592 8.790 -1.402 -6.248 -0.41
C 5.6346 1.3236 0.7563 -1.713 5.902 -9.307 -0.36
H 5.1376 1.9995 -0.1797 1.474 -2.172 2.205 0.21
H 5.8440 1.9587 1.3970 2.097 5.346 6.500 0.21
H 6.5610 -0.0449 -0.6732 -0.937 0.226 1.919 0.23
H 7.2896 -0.1597 0.9241 -0.408 0.158 0.829 0.23
H 5.0172 -0.4103 2.0153 0.198 1.805 -1.942 0.20
H 3.3813 -1.4484 1.7140 -1.658 0.963 -4.090 0.35
C 0.6158 0.8286 -0.0753 -2.005 -1.338 11.951 -0.42
C 0.4072 2.2795 -0.1480 0.690 1.144 -9.064 -0.27
H 1.3602 2.6543 -0.7746 -1.720 -0.031 2.005 0.20
H -0.0058 3.0433 0.5018 0.326 -0.893 0.802 0.23
H -0.2583 0.3812 0.7020 1.188 0.822 -2.772 0.24
H 1.2339 0.8794 1.0963 -0.116 -0.653 -3.148 0.19
H 1.8380 0.1711 -1.4509 2.748 -0.494 -0.949 0.24
H 0.6422 1.6845 -3.0024 3.229 1.762 -1.838 0.19
H -1.1423 1.6480 -3.4018 2.238 -1.920 0.910 0.22
H -1.8120 3.4052 -0.4864 0.654 8.866 7.665 0.19
H -2.3820 2.7342 -2.0106 -3.395 2.255 -4.261 0.21
H -1.9986 1.9580 1.5502 -1.311 -0.961 0.142 0.20
O -3.1733 0.1050 2.8000 -1.731 -3.828 12.551 -0.51
C -2.7403 1.0395 3.7917 5.932 -0.806 -6.770 -0.16
H -2.7220 0.6534 4.7093 -0.609 -1.651 3.368 0.19
H -3.0717 1.9926 3.5917 -1.135 2.064 -0.102 0.19
H -1.3503 1.1418 3.4414 -3.785 -0.022 1.346 0.11
H -4.1474 -1.6913 1.4146 0.141 0.249 -2.360 0.23
H -5.2135 -3.3735 -1.5988 0.122 0.141 -0.169 0.20
H -4.1401 -3.2065 -0.1432 -0.072 0.169 -0.844 0.19
```
Positions in Å, forces in eV/Å.

Results
- Total charge: 0
- LUMO energy: 0.2174 eV
- HOMO: -7.48 eV
- HOMO-LUMO gap: 0.283 hartree
- ΔE to the lowest compared entry with this formula, charge and spin: 2609.9 kJ/mol